{"formula": "C14H37B3O9S3", "method": "ωB97M-V/def2-TZVPD", "e_homo_ha": -0.3203, "orbital_gap_ev": 9.01, "total_energy_ha": -2502.07064, "lumo_ev": 0.3, "species": ["S", "S", "S", "O", "O", "O", "O", "O", "O", "O", "O", "O", "C", "C", "C", "C", "C", "C", "C", "C", "C", "C", "C", "C", "C", "C", "B", "B", "B", "H", "H", "H", "H", "H", "H", "H", "H", "H", "H", "H", "H", "H", "H", "H", "H", "H", "H", "H", "H", "H", "H", "H", "H", "H", "H", "H", "H", "H", "H", "H", "H", "H", "H", "H", "H", "H"], "coordinates": [[-5.9401, -3.7890, 0.3409], [2.8145, -3.6182, -1.0505], [-1.8809, -2.3843, 1.5896], [1.3912, 1.1028, -0.8683], [-5.9386, -5.2788, 0.3431], [-0.4780, 0.7194, 0.5264], [-2.8885, -2.0153, 0.5548], [2.0600, 3.6256, -2.0806], [4.0662, -0.6225, 2.0878], [-0.7675, 1.1326, -1.7867], [2.9284, -2.8275, 0.2079], [1.4343, 6.4173, 0.2342], [2.0299, -2.5405, -2.2563], [1.0780, 5.8090, 1.4696], [1.2708, 5.6292, -0.9274], [4.4495, -3.5963, -1.7891], [-5.1462, -3.2732, -1.1811], [3.8862, 1.5672, 1.1887], [-0.7671, -3.5516, 0.8045], [0.8366, 3.0310, -2.4982], [-0.3723, 5.3441, 1.5586], [-2.6912, -3.5608, 2.6776], [3.3139, 0.1524, 1.1546], [1.8258, 0.1130, 1.4762], [-7.6034, -3.2819, -0.1177], [1.9692, 4.2781, -0.8302], [0.4900, 1.7055, -1.7186], [-1.3087, 0.7598, -0.5701], [0.9000, 0.6604, 0.3523], [-7.6243, -2.2030, -0.2695], [-8.2606, -3.5535, 0.7056], [1.7242, 6.1969, -1.7401], [1.2712, 6.5856, 2.2089], [-0.0862, -3.9751, 1.5426], [-5.6242, -3.7855, -2.0160], [4.8875, 1.5357, 1.6171], [0.9385, 2.8274, -3.5691], [-1.9645, -3.9699, 3.3791], [0.9976, -2.3935, -1.9434], [1.4701, 3.6269, -0.0989], [4.4100, -4.0508, -2.7788], [-0.7360, 4.9765, 0.5983], [-3.1473, -4.3478, 2.0760], [5.0998, -4.1778, -1.1393], [-0.4682, 4.5242, 2.2718], [-4.0982, -3.5456, -1.0963], [-1.3534, -4.3292, 0.3150], [-7.8983, -3.8123, -1.0229], [0.2083, 5.5066, -1.1669], [-5.2171, -2.1902, -1.2745], [-3.4612, -3.0137, 3.2175], [-0.0097, 3.7258, -2.4245], [1.5045, -0.9109, 1.7028], [1.7613, 4.9825, 1.6956], [-2.4533, 0.4764, -0.4774], [3.6561, -1.4904, 2.1302], [2.9929, 4.4298, -0.4833], [1.6352, 0.6955, 2.3867], [3.9573, 2.0007, 0.1905], [-0.1884, -2.9893, 0.0740], [3.2757, 2.2328, 1.8050], [3.4686, -0.2786, 0.1593], [4.7962, -2.5646, -1.8399], [2.0487, -3.0158, -3.2367], [2.5550, -1.5850, -2.2692], [-1.0300, 6.1516, 1.8788]], "atomic_forces_ev_per_a": [[0.04, 0.06, 0.07], [0.03, 0.02, 0.02], [-0.01, 0.04, 0.13], [0.13, 0.32, 0.29], [0.04, -0.02, -0.01], [-0.01, -0.24, 0.14], [0.02, -0.02, -0.09], [-0.10, 0.16, -0.12], [-0.08, 0.24, 0.20], [-0.22, 0.51, 0.06], [-0.17, -0.02, 0.09], [-0.04, 0.08, 0.03], [0.03, 0.03, 0.00], [0.05, -0.01, 0.01], [0.02, -0.01, -0.01], [-0.01, -0.02, -0.03], [-0.03, 0.00, -0.03], [0.01, 0.05, -0.05], [0.06, -0.03, 0.01], [0.11, -0.17, -0.09], [-0.01, 0.01, 0.02], [0.00, -0.03, -0.04], [0.19, -0.10, -0.06], [0.03, 0.18, 0.01], [0.00, -0.01, -0.01], [0.07, -0.13, 0.04], [0.03, -0.41, -0.04], [-0.01, -0.14, -0.13], [-0.14, -0.02, -0.26], [-0.01, 0.00, 0.00], [-0.01, 0.00, -0.01], [0.01, 0.00, 0.01], [0.00, -0.05, 0.05], [0.00, 0.01, 0.00], [0.00, 0.00, 0.00], [0.00, -0.01, -0.03], [-0.01, -0.04, 0.02], [0.00, 0.00, 0.00], [0.00, 0.00, 0.00], [0.00, 0.02, -0.01], [0.01, 0.00, 0.00], [0.01, -0.04, 0.04], [-0.01, -0.01, 0.01], [0.00, 0.00, 0.00], [0.01, 0.05, 0.05], [0.00, 0.01, 0.00], [0.00, 0.00, 0.00], [0.00, 0.00, 0.00], [0.01, 0.00, -0.02], [0.01, 0.00, 0.00], [-0.01, -0.01, 0.00], [0.02, 0.01, 0.00], [0.03, -0.01, -0.05], [-0.02, -0.02, -0.07], [0.01, 0.07, -0.01], [0.04, -0.22, -0.15], [-0.01, 0.02, 0.00], [-0.02, -0.10, 0.04], [-0.10, -0.02, 0.00], [0.00, -0.01, 0.00], [0.05, -0.02, 0.04], [-0.01, 0.03, 0.02], [0.00, 0.00, 0.00], [0.00, 0.00, 0.00], [-0.01, 0.00, 0.01], [-0.02, 0.01, -0.09]]}

{"formula": "C19H32N2O2", "method": "ωB97M-V/def2-TZVPD", "e_homo_ha": -0.3038, "orbital_gap_ev": 9.12, "total_energy_ha": -1003.14397, "smiles": "CCCCCCOc1ccc(CN2CCN(CCO)CC2)cc1", "lumo_ev": 0.8, "species": ["O", "O", "N", "N", "C", "C", "C", "C", "C", "C", "C", "C", "C", "C", "C", "C", "C", "C", "C", "C", "C", "C", "C", "H", "H", "H", "H", "H", "H", "H", "H", "H", "H", "H", "H", "H", "H", "H", "H", "H", "H", "H", "H", "H", "H", "H", "H", "H", "H", "H", "H", "H", "H", "H", "H"], "coordinates": [[3.4772, -3.7167, 4.5603], [-3.6444, 1.0051, -2.4655], [0.9228, 1.3196, 1.8392], [2.8555, -0.5345, 2.7606], [1.7827, 1.6269, 2.9644], [1.9928, -0.8533, 1.6412], [-0.2603, -2.1953, -1.6771], [2.1547, 0.3330, 3.6846], [-3.4532, 0.8534, -3.8587], [-2.7507, -0.4664, -4.1998], [-1.2323, -0.4023, -4.0390], [-1.5844, 2.2624, -2.0424], [2.6278, -2.7130, 4.0482], [-2.6192, 1.4146, -1.6618], [-0.6420, 2.1573, 0.1779], [-0.5576, -1.7679, -4.1761], [0.4277, 2.5130, 1.1733], [3.5210, -1.6629, 3.3645], [-2.6680, 0.9653, -0.3407], [-0.8088, -2.7162, -3.0016], [-1.6953, 1.3344, 0.5627], [-0.6074, 2.6181, -1.1283], [1.6239, 0.4404, 0.9225], [-3.1646, -1.2335, -3.5438], [0.9666, 0.2197, 0.0791], [-1.5220, 2.6444, -3.0499], [-0.8285, 0.2678, -4.8030], [1.2436, 2.2853, 3.6506], [-2.9166, 1.7028, -4.2943], [2.8122, 0.5568, 4.5274], [-4.4686, 0.8442, -4.2660], [-0.3293, -3.6712, -3.2306], [-3.4834, 0.3208, -0.0508], [-0.9017, -2.2460, -5.0968], [0.7884, -1.9230, -1.7788], [2.0519, -2.2461, 4.8597], [-1.8781, -2.9077, -2.8984], [-0.9798, 0.0192, -3.0670], [2.9447, -4.3878, 4.9996], [-0.0008, 3.1646, 1.9429], [-0.8119, -1.3229, -1.3342], [1.0606, -1.3498, 1.9595], [1.2280, -0.1282, 4.0669], [1.2393, 3.0713, 0.6719], [0.5202, -1.6124, -4.2678], [4.2242, -1.2845, 4.1112], [4.1008, -2.1709, 2.5894], [1.9241, -3.1394, 3.3195], [2.5293, -1.5150, 0.9582], [-0.3408, -2.9625, -0.9103], [2.5459, 0.9145, 0.5405], [0.1963, 3.2672, -1.4465], [2.7084, 2.1356, 2.6411], [-2.9946, -0.7364, -5.2297], [-1.7270, 0.9689, 1.5773]], "atomic_forces_ev_per_a": [[0.23, -0.27, 0.14], [0.02, 0.11, 0.34], [0.08, 0.12, 0.01], [-0.10, 0.00, 0.02], [-0.04, -0.12, 0.30], [0.05, 0.21, -0.24], [-0.15, -0.13, -0.14], [0.07, 0.30, -0.06], [-0.03, -0.38, -0.45], [0.11, 0.43, 0.20], [-0.03, -0.29, -0.07], [-0.35, -0.04, -0.26], [-0.23, 0.43, -0.23], [0.13, 0.07, 0.28], [0.05, 0.13, -0.08], [-0.11, 0.06, 0.10], [-0.04, -0.02, 0.10], [-0.04, -0.39, 0.23], [-0.11, 0.00, -0.24], [0.16, 0.11, -0.06], [0.05, 0.09, -0.10], [0.00, -0.06, 0.22], [-0.08, -0.37, -0.05], [-0.11, -0.05, -0.04], [0.06, -0.01, -0.01], [-0.01, -0.01, -0.09], [0.02, 0.10, 0.06], [0.03, 0.02, -0.02], [-0.07, 0.00, 0.03], [-0.02, -0.01, 0.03], [0.16, 0.08, 0.01], [-0.09, -0.04, 0.00], [-0.10, -0.09, 0.03], [0.07, -0.01, -0.09], [0.15, 0.06, 0.03], [0.00, -0.03, -0.12], [-0.04, -0.10, -0.02], [0.05, 0.05, -0.07], [0.06, 0.08, -0.06], [0.12, 0.02, -0.03], [-0.02, 0.14, 0.10], [0.03, -0.03, -0.06], [0.04, 0.05, 0.05], [-0.06, 0.00, 0.05], [0.05, -0.06, -0.07], [0.04, -0.05, -0.02], [0.05, -0.01, 0.05], [0.02, 0.09, 0.08], [-0.02, -0.03, -0.01], [0.02, -0.02, 0.14], [-0.04, -0.02, -0.02], [0.10, 0.05, -0.02], [-0.04, 0.00, 0.04], [-0.04, -0.06, -0.04], [-0.02, -0.07, 0.12]]}